1.
Below is a molecular structure, C37H52AsCsN3PS in a non-equilibrium geometry, with properties calculated with ωB97M-V with the def2-TZVPD basis set.

The calculation puts the maximum force at 1.23 eV/A. As for the total energy: -125193.3964 eV. For the energy above the lowest of the compared OMol25 structures with the same formula, charge and spin, the calculation gives 83.2 kJ/mol. Its HOMO-LUMO gap is 0.227 Eh.

```
96
C37H52AsCsN3PS | the OMol25 dataset | ωB97M-V with the def2-TZVPD basis set
Cs -0.38 0.73 0.45
As -1.00 3.48 -1.69
S -5.71 0.23 -2.04
P 1.82 -1.48 2.57
N -3.21 0.87 -1.74
N -4.55 1.39 0.10
N -0.96 -1.70 -1.62
C -3.34 0.27 -3.01
C 2.07 -2.40 -3.62
C 1.65 -2.57 4.07
C -1.94 3.33 3.35
C 2.72 0.68 4.06
C -1.32 1.26 4.41
C 1.16 -1.70 -2.84
C -3.17 2.78 3.01
C -2.58 4.47 -1.02
C 1.86 -3.73 -3.99
C 2.28 1.34 -0.93
C 0.17 5.06 -1.82
C -2.29 0.08 -3.91
C -2.55 0.71 4.06
C 0.50 -2.07 4.96
C 2.88 -2.85 4.93
C 0.70 -4.36 -3.58
C -1.56 3.48 -3.56
C -0.23 -3.68 -2.81
C 1.48 0.69 -3.47
C 3.13 -0.21 2.88
C 1.47 -0.27 -2.45
C -3.84 -0.97 -5.44
C 1.84 0.01 -1.11
C -4.62 -0.15 -3.35
C 1.36 -3.29 0.56
C -4.90 -0.78 -4.56
C -1.01 2.57 4.06
C -3.47 1.47 3.35
C -4.36 0.91 -1.16
C 3.56 -3.64 1.69
C 2.52 -2.60 1.28
C -0.01 -2.36 -2.44
C 4.60 -0.60 2.95
C -2.55 -0.55 -5.11
C 1.92 1.99 -3.22
C 2.35 2.30 -1.93
H 1.66 0.96 4.00
H 0.59 5.29 -0.84
H 1.95 2.72 -4.01
H 3.23 -1.94 5.43
H -3.46 3.83 -1.06
H -4.02 -1.46 -6.39
H 2.87 0.17 5.02
H -0.91 -0.70 -1.74
H 3.02 0.39 1.97
H -2.78 -0.31 4.33
H -1.71 4.51 -3.90
H 0.51 -5.40 -3.85
H 2.95 -1.90 0.55
H 3.31 1.60 4.08
H 2.75 3.29 -1.72
H 0.66 -2.55 0.16
H 2.98 -1.89 -3.93
H -1.13 -4.18 -2.48
H -5.90 -1.10 -4.81
H -4.42 1.04 3.07
H 4.82 -1.28 3.78
H -1.74 -0.72 -5.81
H 2.64 1.65 0.06
H 0.28 -2.80 5.75
H -2.76 5.35 -1.63
H 3.12 -4.40 2.35
H 2.60 -4.25 -4.59
H 4.94 -1.07 2.03
H -1.90 -2.02 -1.79
H -2.41 4.78 0.01
H -0.41 -1.89 4.40
H -5.47 1.68 0.37
H -3.80 1.96 0.47
H 0.78 -1.14 5.46
H 4.43 -3.22 2.20
H 1.72 -3.90 -0.27
H 1.17 0.41 -4.48
H 0.99 4.84 -2.50
H 0.81 -3.96 1.24
H -1.29 0.42 -3.66
H -0.60 0.66 4.96
H 2.63 -3.57 5.72
H -2.49 2.93 -3.66
H -1.70 4.35 3.09
H 5.22 0.30 3.09
H 1.32 -3.51 3.62
H 3.71 -3.26 4.36
H -0.79 3.01 -4.17
H -0.06 2.99 4.34
H -0.40 5.92 -2.19
H -3.89 3.39 2.48
H 3.92 -4.17 0.81
```

Mulliken atomic charges, in units of e: Cs 1.756; As 0.371; S -0.353; P 0.111; N 0.172; N -0.211; N -0.042; C -1.081; C -0.471; C 0.539; C -0.278; C -1.472; C -0.138; C 0.460; C -0.463; C -1.236; C -0.863; C 1.492; C -1.281; C 0.644; C -0.580; C -1.548; C -1.654; C -0.586; C -1.148; C -0.311; C -0.709; C 1.718; C 0.540; C -0.772; C -1.634; C 0.590; C -1.421; C -0.417; C -0.630; C -0.321; C 0.119; C -1.768; C 1.024; C 0.041; C -1.602; C -0.799; C -0.917; C -1.015; H 0.178; H 0.344; H 0.432; H 0.249; H 0.291; H 0.392; H 0.169; H -0.777; H -0.548; H 0.403; H 0.526; H 0.387; H -0.236; H 0.491; H 0.557; H 0.209; H 0.454; H 0.376; H 0.410; H 0.346; H 0.246; H 0.472; H 0.321; H 0.485; H 0.438; H 0.299; H 0.413; H 0.327; H 0.271; H 0.300; H 0.287; H 0.260; H -0.014; H 0.226; H 0.330; H 0.467; H 0.330; H 0.332; H 0.292; H 0.624; H 0.365; H 0.474; H 0.284; H 0.409; H 0.483; H 0.479; H 0.242; H 0.231; H 0.413; H 0.419; H 0.510; H 0.473

2.
Below is a molecular structure, C37H52AsGdN7OS in a non-equilibrium geometry, with properties calculated with ωB97M-V with the def2-TZVPD basis set.

Its spin multiplicity is 8. The calculation puts the maximum force at 2.47 eV/A. As for the expectation value of S²: 16.084. Its net charge is +1. As for the total energy: -144194.2418 eV. For the energy above the lowest of the compared OMol25 structures with the same formula, charge and spin, the calculation gives 94.2 kJ/mol. Its HOMO-LUMO gap (spin up / spin down) is 0.173 / 0.239 Eh.

```
100
C37H52AsGdN7OS | the OMol25 dataset | ωB97M-V with the def2-TZVPD basis set
Gd 9.58 11.44 9.30
As 13.33 12.21 9.90
S 8.62 16.12 11.24
O 10.48 9.43 10.43
N 10.85 9.99 7.40
N 9.55 13.74 10.14
N 7.82 10.32 7.37
N 8.06 13.07 7.98
N 9.35 11.25 12.09
N 7.29 10.59 10.28
N 11.86 12.41 8.71
C 10.82 15.65 6.34
C 15.30 8.41 7.57
C 8.76 12.23 12.83
C 7.11 9.25 8.12
C 17.46 17.18 10.71
C 11.78 15.80 7.33
C 16.59 15.91 10.52
C 10.08 10.28 12.70
C 9.95 9.10 6.61
C 14.62 9.55 11.14
C 6.45 9.72 9.36
C 14.25 10.76 8.91
C 10.37 14.37 6.00
C 14.64 10.81 7.54
C 12.94 15.10 11.27
C 15.27 16.00 10.99
C 14.51 9.58 9.64
C 14.98 8.43 8.96
C 17.02 14.77 9.88
C 6.73 12.47 7.71
C 8.59 9.70 6.26
C 10.86 13.26 6.72
C 10.31 10.31 14.06
C 15.64 7.12 6.81
C 14.52 12.12 6.78
C 8.64 12.04 14.18
C 15.20 9.68 6.93
C 16.88 12.29 9.39
C 11.73 13.44 7.83
C 9.53 11.17 14.86
C 14.82 13.73 10.17
C 14.38 14.91 10.84
C 9.20 14.78 10.60
C 10.67 9.14 11.85
C 12.33 14.71 8.01
C 16.19 13.64 9.78
C 6.84 11.28 6.78
H 10.67 8.65 9.87
H 16.73 11.49 10.13
H 15.52 9.79 5.84
H 7.21 11.65 5.80
H 11.77 9.04 12.09
H 5.84 10.79 6.60
H 11.05 9.60 14.44
H 6.12 8.81 9.93
H 17.98 12.56 9.28
H 16.89 17.90 11.24
H 13.96 10.26 11.70
H 9.73 8.17 7.18
H 16.47 12.05 8.41
H 6.69 11.33 10.64
H 17.71 17.61 9.71
H 6.05 13.25 7.31
H 11.62 9.43 7.72
H 10.16 8.22 12.06
H 15.36 12.10 6.10
H 11.28 10.69 6.78
H 13.26 14.83 8.61
H 15.20 7.54 9.57
H 14.94 16.90 11.55
H 7.64 10.10 11.14
H 14.38 8.53 11.53
H 18.07 14.67 9.52
H 7.89 13.79 8.64
H 12.02 16.86 7.49
H 18.39 17.03 11.22
H 10.37 16.53 5.92
H 16.71 6.93 6.65
H 6.29 8.79 7.47
H 7.80 8.44 8.35
H 12.88 16.12 11.61
H 15.35 6.29 7.43
H 12.22 15.08 10.41
H 14.57 12.95 7.45
H 7.98 8.91 5.70
H 5.54 10.26 9.07
H 8.86 10.50 5.53
H 9.51 11.18 15.93
H 9.60 14.22 5.27
H 10.50 12.26 6.44
H 7.89 12.62 14.73
H 15.66 9.76 11.48
H 12.66 14.43 12.09
H 6.33 12.23 8.65
H 8.52 13.51 7.15
H 10.43 8.85 5.67
H 8.30 13.05 12.32
H 15.05 7.04 5.88
H 13.62 12.16 6.17
```

Here are the Mulliken charges for atoms 1 to 99, given in e: Gd 0.728; As 1.253; S -0.391; O -0.039; N -0.239; N -0.636; N 0.860; N -0.193; N 0.382; N -0.322; N 0.419; C -0.902; C 0.336; C -0.397; C -0.867; C -1.568; C -0.645; C 0.619; C 0.562; C -0.901; C -2.066; C -1.145; C 1.286; C -0.516; C 0.781; C -1.156; C -0.952; C 0.169; C -0.952; C -0.997; C -0.836; C -0.947; C -0.991; C -0.796; C -1.519; C -1.834; C -0.957; C -0.935; C -0.690; C 1.951; C -0.471; C 0.327; C 0.427; C 0.343; C -0.459; C -0.865; C 0.549; C -0.836; H 0.149; H 0.034; H 0.273; H 0.475; H 0.134; H 0.309; H 0.440; H 0.434; H 0.439; H 0.356; H 0.214; H 0.459; H 0.062; H 0.265; H 0.305; H 0.570; H 0.138; H 0.521; H 0.677; H 0.085; H 0.540; H 0.361; H 0.195; H 0.226; H 0.496; H 0.307; H 0.308; H 0.392; H 0.365; H 0.416; H 0.300; H 0.377; H 0.436; H 0.484; H 0.437; H -0.057; H 0.193; H 0.259; H 0.361; H 0.532; H 0.467; H 0.622; H -0.176; H 0.385; H 0.271; H 0.272; H 0.350; H -0.061; H 0.448; H 0.488; H 0.335

3.
Below is 3 unconnected molecules or ions with the total composition C37H52BrF21N7O11PS2 in a non-equilibrium geometry, with properties calculated with ωB97M-V with the def2-TZVPD basis set.

Its spin multiplicity is 3. The calculation puts the maximum force at 7.07 eV/A. As for the expectation value of S²: 2.008. As for the total energy: -230221.9655 eV. Its HOMO-LUMO gap is 0.224 Eh.

```
132
C37H52BrF21N7O11PS2 | the OMol25 dataset | ωB97M-V with the def2-TZVPD basis set
Br 2.06 0.08 -6.93
S 3.38 1.19 -3.08
S 4.51 4.67 -4.34
P 9.16 3.80 -2.60
F 3.18 3.57 -1.73
F 0.07 3.53 0.02
F 5.41 5.74 -2.10
F 9.31 2.54 -6.57
F 2.20 7.05 -5.63
F -0.11 0.78 -2.02
F -0.99 1.62 0.17
F 10.64 1.15 -5.48
F -1.27 2.35 -2.93
F 2.61 9.14 -6.03
F 0.91 4.25 -2.52
F 2.58 6.61 -2.59
F 4.20 7.82 -1.82
F -1.95 3.34 -0.79
F 2.16 1.86 -0.89
F 2.35 8.99 -3.50
F 4.26 7.75 -6.23
F 4.44 9.33 -3.96
F 9.18 0.34 -6.87
F 5.86 6.88 -4.01
F 0.88 2.68 -4.03
O 5.04 4.93 -5.67
O 9.58 5.21 -1.77
O 2.45 0.28 -3.74
O 3.08 4.49 -4.43
O 5.02 -1.07 -4.55
O 2.30 2.75 -6.62
O 8.48 1.25 -4.89
O 7.08 -1.06 -3.83
O -8.06 -5.46 4.39
O 4.01 0.36 -2.06
O -2.56 -3.88 3.94
N -3.34 -2.84 3.68
N 7.47 4.09 -3.20
N 10.23 3.68 -3.94
N 5.20 3.22 -3.80
N 6.83 1.82 -3.04
N 6.74 1.32 -1.74
N -8.91 -5.93 5.29
C -3.90 -3.48 1.31
C -2.00 -1.90 1.77
C 6.06 1.15 -4.13
C 9.03 1.63 1.04
C -8.98 -4.96 6.42
C -3.25 -0.37 3.35
C 3.48 8.36 -3.98
C -4.41 -3.29 2.75
C -2.48 -1.71 3.22
C 3.15 7.99 -5.48
C -5.06 -4.61 3.21
C -0.77 2.70 -0.65
C 7.13 1.43 -5.33
C 6.54 3.18 -3.33
C 4.64 1.91 -4.29
C 3.75 7.17 -2.98
C 4.40 1.70 -5.83
C -10.19 -6.25 4.59
C -9.82 -3.72 6.07
C 7.89 0.76 0.37
C -7.59 -4.48 6.87
C 2.94 1.78 -6.38
C 6.07 -0.43 -4.18
C -11.17 -4.05 5.44
C 9.36 1.31 -5.93
C 1.01 2.88 -2.67
C -9.95 -7.05 3.30
C -9.57 -5.65 7.68
C -0.23 2.14 -2.03
C 4.91 6.16 -3.32
C 2.43 2.46 -2.11
C -11.00 -4.99 4.25
C 7.98 0.70 -1.22
C -1.23 -1.52 4.11
C -11.05 -7.20 5.46
C -5.58 -2.29 2.76
C -3.12 -2.27 0.80
H -0.68 -0.63 3.80
H -5.91 -4.86 2.58
H 6.91 1.21 0.72
H -11.99 -5.27 3.87
H -3.79 -1.42 0.64
H 10.91 2.95 -3.70
H -6.45 -2.70 2.23
H -9.09 -5.32 8.59
H -10.91 -7.37 2.87
H 8.69 1.89 2.08
H -9.42 -6.74 7.64
H 9.21 2.61 0.52
H -9.98 -3.11 6.96
H 7.96 -0.39 -1.47
H -5.36 -1.35 2.26
H -4.37 -5.46 3.15
H -10.64 -5.46 7.81
H -1.51 -0.98 1.42
H -0.54 -2.36 4.05
H -11.48 -6.72 6.33
H -9.27 -3.08 5.37
H -11.84 -4.49 6.18
H -2.60 0.44 3.68
H 4.98 2.45 -6.44
H -1.52 -1.39 5.16
H 8.93 1.13 -1.62
H -3.26 -4.36 1.25
H -11.66 -3.13 5.11
H -1.24 -2.68 1.73
H -10.47 -8.06 5.80
H -3.69 -0.04 2.41
H -9.36 -7.95 3.49
H -2.69 -2.51 -0.18
H -10.51 -4.44 3.44
H 6.92 0.61 -6.08
H 7.90 -0.27 0.82
H -5.90 -2.07 3.78
H -7.67 -3.85 7.75
H -7.08 -3.89 6.11
H 7.24 5.06 -3.45
H -11.89 -7.58 4.88
H -9.45 -6.46 2.53
H -4.74 -3.67 0.64
H -4.04 -0.44 4.10
H 9.96 1.00 1.09
H 6.37 2.06 -1.14
H -5.42 -4.53 4.24
H 9.84 5.88 -2.44
H 10.72 4.56 -4.16
H -6.95 -5.33 7.13
H 4.77 0.70 -6.20
H 6.97 2.39 -5.87
```

Here are the Mulliken charges for atoms 1 to 99, given in e: Br -0.157; S 1.667; S 0.853; P 0.056; F -0.247; F -0.236; F -0.261; F -0.295; F -0.183; F -0.242; F -0.204; F -0.276; F -0.303; F -0.282; F -0.294; F -0.157; F -0.311; F -0.252; F -0.230; F -0.275; F -0.206; F -0.262; F -0.260; F -0.259; F -0.246; O -0.633; O -0.489; O -0.592; O -0.594; O -0.632; O -0.402; O -0.146; O -0.694; O -0.379; O -0.624; O -0.581; N 0.352; N 0.092; N -0.466; N 0.631; N 1.313; N -0.544; N 0.157; C -1.397; C -1.150; C -0.569; C -0.973; C 2.064; C -1.892; C 0.568; C 1.986; C 1.980; C 0.653; C -1.932; C 0.674; C -1.837; C -0.415; C 0.622; C 0.411; C -0.658; C 1.687; C -1.240; C -0.426; C -1.687; C -0.306; C 0.266; C -0.492; C 0.873; C 0.763; C -1.860; C -1.891; C 0.407; C 0.504; C 0.260; C -1.244; C -0.311; C -1.860; C -1.694; C -1.694; C -0.423; H 0.438; H 0.433; H 0.254; H 0.377; H 0.238; H 0.240; H 0.430; H 0.489; H 0.432; H 0.360; H 0.334; H 0.178; H 0.336; H 0.185; H 0.318; H 0.423; H 0.322; H 0.174; H 0.366

4.
Below is a molecular structure, C37H52N6O6PSiTeY in a non-equilibrium geometry, with properties calculated with ωB97M-V with the def2-TZVPD basis set.

The calculation puts the maximum force at 1.44 eV/A. As for the total energy: -85953.1666 eV. For the energy above the lowest of the compared OMol25 structures with the same formula, charge and spin, the calculation gives 15.9 kJ/mol. Its HOMO-LUMO gap is 0.246 Eh.

```
105
C37H52N6O6PSiTeY | the OMol25 dataset | ωB97M-V with the def2-TZVPD basis set
Te -2.57 -4.64 0.47
Y -0.49 -0.17 0.23
P -3.07 -2.40 0.99
Si 2.93 0.30 -1.69
O -2.63 -2.04 2.50
O -2.14 0.17 4.64
O 1.72 -0.08 -0.71
O -1.42 0.79 2.24
O -4.65 -2.23 0.93
O -2.45 -1.25 0.20
N -2.85 2.06 0.95
N 0.18 -2.41 -0.54
N 1.19 1.33 1.54
N 0.44 -1.43 2.15
N -0.74 0.72 -2.21
N -1.99 1.73 -0.06
C 4.67 -0.01 -0.96
C 2.99 -0.21 -4.56
C -5.48 1.47 5.16
C -3.30 0.82 4.38
C -2.05 2.41 -1.13
C 2.80 2.14 -2.17
C 2.94 -1.02 -5.69
C 5.73 -0.14 -2.07
C 4.70 -1.32 -0.16
C -3.54 1.47 3.15
C -6.40 -0.83 1.80
C 5.08 1.15 -0.04
C -4.76 2.11 2.97
C -4.28 0.82 5.37
C 2.45 4.89 -2.73
C 1.55 4.22 -1.92
C 2.08 0.43 2.29
C -2.81 -2.92 3.63
C 2.69 -2.13 -3.17
C -0.12 0.23 -3.28
C -0.06 0.90 -4.49
C 3.70 2.85 -2.98
C -1.31 2.66 -3.49
C -2.53 1.43 2.07
C -1.33 1.92 -2.32
C 1.73 2.87 -1.65
C 1.29 -2.90 0.30
C -0.66 2.13 -4.60
C -4.25 -2.97 4.10
C 2.86 -0.74 -3.28
C 3.53 4.20 -3.26
C -5.25 -0.92 0.83
C -5.73 2.12 3.95
C 2.76 -2.39 -5.56
C 2.63 -2.94 -4.29
C 1.28 -0.60 3.05
C 0.96 -2.76 1.78
H 1.02 2.36 -1.01
H -6.67 2.63 3.79
H 1.86 -2.99 2.37
H -0.62 2.69 -5.52
H 4.35 1.33 0.75
H 1.73 1.83 0.84
H -2.18 -2.49 4.41
H -4.61 -1.97 4.35
H -4.31 -3.60 4.99
H 5.76 0.72 -2.74
H 2.31 5.94 -2.95
H 1.51 -3.96 0.11
H 4.04 -1.30 0.71
H 2.17 -2.31 0.06
H 3.05 -0.58 -6.68
H 2.71 -3.02 -6.44
H 4.56 2.35 -3.41
H -4.07 0.31 6.30
H -0.46 -1.56 2.61
H 2.60 -2.59 -2.19
H 5.56 -1.02 -2.69
H 4.24 4.71 -3.89
H 6.04 0.93 0.44
H 0.47 0.44 -5.32
H 1.95 -1.23 3.64
H 0.20 -3.50 2.05
H 0.70 4.74 -1.49
H -4.93 2.60 2.02
H -7.03 -1.71 1.72
H -5.58 -0.80 -0.20
H -4.90 -3.40 3.33
H -6.04 -0.75 2.83
H 2.70 -0.07 1.55
H 5.72 -1.50 0.20
H -0.56 -3.10 -0.56
H 0.37 -0.73 -3.16
H 0.53 -2.31 -1.49
H -1.80 3.62 -3.52
H -4.50 -0.15 1.02
H 5.19 2.09 -0.60
H -7.01 0.05 1.58
H 6.72 -0.24 -1.62
H 3.12 0.86 -4.69
H -1.63 0.24 3.81
H 0.61 -0.10 3.76
H 0.76 2.01 2.16
H 2.74 0.96 2.98
H 2.49 -4.01 -4.18
H -2.44 -3.91 3.36
H -2.68 3.29 -1.20
H 4.42 -2.18 -0.78
H -6.23 1.47 5.94
```

Here are the Mulliken charges for atoms 1 to 99, given in e: Te -0.365; Y 1.185; P -0.306; Si -3.158; O 0.060; O -0.718; O 3.152; O -0.312; O -0.315; O -0.803; N -1.456; N -0.361; N -0.482; N 0.645; N 0.124; N 0.849; C 2.614; C -0.251; C -0.278; C 0.460; C -0.620; C 1.473; C -0.470; C -1.906; C -1.637; C 0.366; C -1.238; C -1.537; C -0.336; C -0.775; C -0.914; C -0.953; C 0.754; C -0.501; C 0.028; C -0.824; C -0.899; C -0.267; C -1.078; C 0.203; C 0.971; C 1.115; C 0.615; C -0.610; C -1.133; C 0.854; C -0.798; C 1.098; C -0.890; C -0.771; C -0.961; C -1.275; C -1.116; H -0.836; H 0.423; H 0.505; H 0.444; H 0.181; H 0.047; H 0.284; H 0.130; H 0.450; H 0.238; H 0.397; H 0.738; H 0.188; H -0.865; H 0.443; H 0.379; H 0.088; H 0.438; H -0.620; H 0.398; H 0.311; H 0.469; H 0.558; H 0.603; H 0.644; H 0.165; H 0.504; H 0.441; H 0.341; H 0.346; H 0.263; H 0.108; H -0.925; H 0.595; H 0.033; H 1.076; H -0.078; H 0.468; H -0.772; H 0.336; H 0.424; H 0.591; H 0.348; H 0.243; H 0.273; H 0.404

Question: The highest maximum force belongs to which entry?
Answer: C37H52BrF21N7O11PS2